C45H93BO6 | ωB97M-V with the def2-TZVPD basis set

Output
energy above the lowest of the compared OMol25 structures with the same formula, charge and spin: 0.000 eV
gap between HOMO and LUMO: 7.762 eV
E_tot: -61134.2421 eV
E_LUMO: -1.6 eV
SMILES string: O=C1C=C(C[C@H]2CO2)C(=O)C(OB(O)O)=C1.CCCCCC.CCCCCC.CCCCCC.CCCCCC.CCCCCC.CCCCCC
largest force on an atom: 2.91 eV/Å
HOMO level: -0.3454 hartree

```
! RIJCOSX wB97M-V def2-TZVPD def2/J DEFGRID3
* xyz 0 1
O 1.313 -4.466 1.527
O -2.908 -2.751 2.988
O -0.794 -2.809 1.788
O -2.096 -4.792 2.072
O 4.908 -2.686 3.313
O 1.163 -1.415 5.831
C 0.593 2.450 -8.015
C 1.618 6.031 -8.444
C 1.187 -2.112 4.840
C -3.812 -2.878 -1.984
C 2.414 -3.776 3.498
C 0.529 -4.770 -6.932
C 0.180 0.018 -1.859
C -1.337 1.155 -3.561
C 0.173 -2.821 2.746
C -0.316 5.493 6.537
C 3.081 2.926 7.499
C 1.313 -3.753 2.499
C 4.884 -3.965 2.968
C 0.400 6.543 7.388
C 0.602 5.509 -7.431
C 4.928 -2.928 1.744
C 1.171 4.446 -6.493
C -0.151 1.305 -2.613
C -1.421 4.722 7.258
C -5.038 -5.402 -4.481
C -0.511 7.611 7.991
C 0.123 -2.052 3.835
C 3.549 -4.697 3.207
C 4.469 0.787 7.142
C -0.934 -0.496 -0.948
C -0.909 3.916 8.448
C 1.653 3.169 -7.182
C -0.507 -4.620 -5.820
C 4.963 4.176 8.686
C -5.528 -5.260 -3.042
C -6.075 -3.871 -2.723
C 3.441 1.526 7.997
C -5.062 -2.732 -2.851
C -1.050 -3.200 -5.687
C -4.114 -2.897 -0.489
C -0.304 0.849 1.126
C 3.991 0.534 5.715
C -0.597 1.970 -7.190
C 0.009 -4.470 -8.338
C -0.884 -6.810 -8.836
C -1.400 0.479 0.130
C -1.186 -5.315 -8.775
C -1.233 8.456 6.944
C 2.314 -3.021 4.591
C 4.258 3.890 7.363
B -1.932 -3.453 2.285
H 4.980 3.505 6.638
H -0.242 -2.494 -5.485
H 3.885 4.832 6.952
H 0.937 -5.784 -6.901
H -0.588 -1.414 -0.463
H 0.430 4.780 6.170
H -0.341 2.121 -1.910
H -1.312 1.434 -7.816
H -2.210 5.404 7.587
H -1.803 1.387 -0.327
H 1.972 5.240 -9.106
H -1.719 3.353 8.914
H 2.511 3.398 -7.821
H 3.070 -0.047 5.718
H 3.910 -3.277 1.437
H 2.483 6.463 -7.938
H -0.269 1.291 -6.400
H -6.323 -5.990 -2.867
H 3.096 -3.028 5.335
H 5.396 3.272 9.117
H 5.775 4.892 8.545
H -4.757 -2.629 -3.897
H -1.128 2.801 -6.724
H -0.260 -3.413 -8.411
H -1.845 9.223 7.421
H 1.176 6.807 -9.070
H -0.689 1.520 1.896
H -2.036 -5.140 -8.110
H -0.043 -4.907 -4.873
H 1.093 0.171 -1.275
H 3.736 -5.375 4.036
H -1.515 2.085 -4.101
H 1.061 1.587 -8.497
H -0.273 5.118 -7.957
H -1.893 7.851 6.322
H -0.687 -1.363 4.013
H -1.243 7.150 8.658
H 1.159 7.032 6.769
H 0.098 8.269 8.616
H -4.688 -6.419 -4.666
H -2.883 -2.982 3.923
H -2.229 0.018 0.675
H -1.501 -4.979 -9.766
H -1.887 4.040 6.543
H -0.063 -7.013 -9.526
H 4.683 -0.174 7.618
H 5.415 1.335 7.124
H 0.420 -0.764 -2.587
H -0.473 4.560 9.213
H -2.515 -5.203 2.834
H 1.372 -4.104 -6.724
H 4.690 -1.899 1.487
H -6.917 -3.661 -3.390
H -1.335 -5.316 -5.977
H -3.191 -2.969 0.090
H -0.738 5.967 5.647
H 5.772 -4.582 3.084
H -1.791 -0.784 -1.557
H -4.739 -3.746 -0.213
H 0.083 -0.044 1.622
H -6.491 -3.877 -1.712
H 2.027 2.482 -6.416
H 2.526 0.929 8.044
H -1.756 -7.368 -9.180
H -0.148 3.204 8.124
H -4.626 -1.981 -0.188
H -3.260 -3.781 -2.258
H 0.531 1.356 0.640
H -3.148 -2.041 -2.200
H 0.243 3.096 -8.824
H 4.267 4.600 9.413
H 2.010 4.877 -5.936
H -0.609 -7.207 -7.857
H 0.245 6.346 -6.827
H 0.827 -4.619 -9.050
H -5.842 -5.189 -5.189
H -1.149 0.370 -4.297
H 2.574 2.850 6.533
H 3.811 1.587 9.025
H 0.415 4.194 -5.743
H -2.255 0.905 -3.025
H -4.721 -5.519 -2.352
H 3.807 1.467 5.180
H 2.347 3.360 8.187
H 0.729 1.601 -3.192
H 3.367 -5.239 2.284
H -1.761 -3.139 -4.859
H -4.208 -4.726 -4.692
H -1.569 -2.877 -6.591
H -0.517 8.959 6.290
H -5.563 -1.794 -2.593
H 4.741 -0.025 5.150
H 0.948 6.048 8.195
*
```

Atom charges from the Löwdin analysis, given in e for atoms 1 to 4:
1. O 0.166
2. O 0.174
3. O 0.166
4. O 0.221